1:
This record from OMol25 describes a cluster of 13 separate species, C39H104O39S13 in total. The level of theory is ωB97M-V/def2-TZVPD.

Results
LUMO energy: -0.17 eV
Frontier orbital gap: 10.016 eV

Bonds (Å) are listed after each position.
Atoms and positions in Å:
1 O 0.69289 -3.11139 -5.39431  S2 1.430
2 S -0.13336 -4.22901 -5.05888  O1 1.430, O3 1.516, O4 1.705, C7 1.775
3 O 0.48752 -5.60675 -4.93501  S2 1.516
4 O -1.01172 -3.80152 -3.66097  S2 1.705, C5 1.432
5 C -1.39968 -4.84329 -2.75770  O4 1.432, C6 1.557, H8 1.090, H9 1.090
6 C -0.27861 -5.45471 -1.86696  C5 1.557, H10 1.090, H11 1.090, H12 1.090
7 C -1.58725 -4.32278 -6.07197  S2 1.775, H13 1.090, H14 1.090, H15 1.090
8 H -1.91365 -5.68940 -3.21379  C5 1.090
9 H -2.13123 -4.43150 -2.06245  C5 1.090
10 H 0.28261 -4.65755 -1.37946  C6 1.090
11 H 0.50304 -6.01076 -2.38458  C6 1.090
12 H -0.61040 -6.21756 -1.16262  C6 1.090
13 H -2.25746 -5.08352 -5.67172  C7 1.090
14 H -1.26650 -4.72247 -7.03397  C7 1.090
15 H -2.09056 -3.35659 -6.10764  C7 1.090
16 O -5.36308 -0.19310 -3.13611  S17 1.496
17 S -5.48489 -1.27578 -4.16106  O16 1.496, O18 1.489, O19 1.744, C22 1.805
18 O -4.43674 -2.30661 -4.39846  S17 1.489
19 O -7.00192 -2.10473 -3.93419  S17 1.744, C20 1.377
20 C -8.06276 -1.37936 -3.44062  O19 1.377, C21 1.536, H23 1.090, H24 1.090
21 C -8.05524 -1.30377 -1.90675  C20 1.536, H25 1.090, H26 1.090, H27 1.090
22 C -5.81195 -0.58556 -5.79654  S17 1.805, H28 1.090, H29 1.090, H30 1.090
23 H -9.00089 -1.90189 -3.62760  C20 1.090
24 H -8.13072 -0.43243 -3.97616  C20 1.090
25 H -8.97485 -0.87903 -1.50424  C21 1.090
26 H -7.25161 -0.64406 -1.57954  C21 1.090
27 H -7.92915 -2.27974 -1.43804  C21 1.090
28 H -6.69137 0.03861 -5.63794  C22 1.090
29 H -5.94124 -1.37483 -6.53709  C22 1.090
30 H -4.98528 0.04977 -6.11442  C22 1.090
31 O 4.83491 -4.78309 -2.96003  S32 1.476
32 S 3.82027 -3.74106 -3.21056  O31 1.476, O33 1.423, O34 1.663, C37 1.795
33 O 2.53770 -3.86279 -2.60681  S32 1.423
34 O 4.57577 -2.30836 -2.83544  S32 1.663, C35 1.442
35 C 3.80717 -1.08882 -2.86017  O34 1.442, C36 1.515, H38 1.090, H39 1.090
36 C 4.63082 0.01818 -2.23570  C35 1.515, H40 1.090, H41 1.090, H42 1.090
37 C 3.64108 -3.56560 -4.98831  S32 1.795, H43 1.090, H44 1.090, H45 1.090
38 H 2.94723 -1.21097 -2.20164  C35 1.090
39 H 3.41437 -1.00574 -3.87355  C35 1.090
40 H 5.51872 0.29730 -2.80299  C36 1.090
41 H 4.75323 -0.18575 -1.17197  C36 1.090
42 H 4.04781 0.93369 -2.13557  C36 1.090
43 H 2.93598 -2.76678 -5.21814  C37 1.090
44 H 3.30833 -4.54403 -5.33478  C37 1.090
45 H 4.62420 -3.32017 -5.38996  C37 1.090
46 O 2.77246 3.95770 3.96348  S47 1.458
47 S 2.79613 4.96595 5.01660  O46 1.458, O48 1.503, O49 1.661, C52 1.849
48 O 2.23606 6.33977 4.77837  S47 1.503
49 O 2.07594 4.35271 6.38208  S47 1.661, C50 1.444
50 C 2.28022 2.93897 6.59524  O49 1.444, C51 1.544, H53 1.090, H54 1.090
51 C 0.97005 2.12701 6.68647  C50 1.544, H55 1.090, H56 1.090, H57 1.090
52 C 4.47871 5.08902 5.77279  S47 1.849, H58 1.090, H59 1.090, H60 1.090
53 H 2.86474 2.95770 7.51505  C50 1.090
54 H 2.86802 2.47726 5.80189  C50 1.090
55 H 0.45285 2.01491 5.73356  C51 1.090
56 H 0.33785 2.75030 7.31886  C51 1.090
57 H 1.10147 1.12255 7.08883  C51 1.090
58 H 5.11530 5.27908 4.90865  C52 1.090
59 H 4.73471 4.19081 6.33473  C52 1.090
60 H 4.48819 6.00228 6.36773  C52 1.090
61 O 2.57155 -2.35922 2.92470  S62 1.473
62 S 3.77726 -3.19202 2.77697  O61 1.473, O63 1.463, O64 1.681, C67 1.867
63 O 4.64014 -3.60686 3.88301  S62 1.463
64 O 3.33214 -4.56665 1.91702  S62 1.681, C65 1.425
65 C 2.28245 -4.50220 0.95531  O64 1.425, C66 1.556, H68 1.090, H69 1.090
66 C 0.95872 -5.07006 1.54423  C65 1.556, H70 1.090, H71 1.090, H72 1.090
67 C 4.77423 -2.33621 1.45039  S62 1.867, H73 1.090, H74 1.090, H75 1.090
68 H 2.55331 -4.92555 -0.01191  C65 1.090
69 H 2.14399 -3.49096 0.57279  C65 1.090
70 H 0.76167 -4.43465 2.40768  C66 1.090
71 H 1.04019 -6.10358 1.88081  C66 1.090
72 H 0.19935 -5.01470 0.76423  C66 1.090
73 H 5.00933 -1.35567 1.86436  C67 1.090
74 H 4.24019 -2.35905 0.50045  C67 1.090
75 H 5.72460 -2.86964 1.43206  C67 1.090
76 O -4.23266 5.17938 0.88658  S77 1.465
77 S -3.94804 4.72302 2.24974  O76 1.465, O78 1.482, O79 1.675, C82 1.847
78 O -4.44787 3.41718 2.73967  S77 1.482
79 O -2.30157 4.50105 2.46151  S77 1.675, C80 1.456
80 C -1.63405 3.41161 1.76393  O79 1.456, C81 1.570, H83 1.090, H84 1.090
81 C -0.41332 2.90782 2.61249  C80 1.570, H85 1.090, H86 1.090, H87 1.090
82 C -4.17095 5.93147 3.62911  S77 1.847, H88 1.090, H89 1.090, H90 1.090
83 H -1.31744 3.78906 0.79162  C80 1.090
84 H -2.32422 2.59739 1.54304  C80 1.090
85 H 0.15918 2.25753 1.95107  C81 1.090
86 H -0.57963 2.36560 3.54331  C81 1.090
87 H 0.20729 3.78601 2.79057  C81 1.090
88 H -3.77770 6.92973 3.43688  C82 1.090
89 H -3.60555 5.49849 4.45431  C82 1.090
90 H -5.24080 5.95229 3.83667  C82 1.090
91 O -4.49702 4.59084 -3.91513  S92 1.468
92 S -5.12947 3.28522 -3.69048  O91 1.468, O93 1.489, O94 1.649, C97 1.804
93 O -6.60493 3.13229 -3.82461  S92 1.489
94 O -4.40813 2.08315 -4.55893  S92 1.649, C95 1.393
95 C -3.08910 2.16564 -4.99916  O94 1.393, C96 1.597, H98 1.090, H99 1.090
96 C -2.43103 0.71764 -4.85614  C95 1.597, H100 1.090, H101 1.090, H102 1.090
97 C -4.69654 2.86038 -1.99198  S92 1.804, H103 1.090, H104 1.090, H105 1.090
98 H -2.46102 2.92793 -4.53814  C95 1.090
99 H -3.11385 2.51006 -6.03302  C95 1.090
100 H -3.12318 0.01253 -5.31641  C96 1.090
101 H -2.32303 0.40139 -3.81864  C96 1.090
102 H -1.49559 0.68972 -5.41497  C96 1.090
103 H -5.02494 1.84432 -1.77318  C97 1.090
104 H -5.22397 3.55771 -1.34109  C97 1.090
105 H -3.62318 2.91843 -1.81137  C97 1.090
106 O -2.36726 1.15412 -0.68685  S107 1.462
107 S -1.26408 0.22491 -0.92654  O106 1.462, O108 1.471, O109 1.622, C112 1.830
108 O -0.20463 0.58593 -1.88127  S107 1.471
109 O -0.53956 -0.14717 0.47653  S107 1.622, C110 1.435
110 C 0.69259 -0.88283 0.47474  O109 1.435, C111 1.544, H113 1.090, H114 1.090
111 C 1.86564 0.10468 0.65377  C110 1.544, H115 1.090, H116 1.090, H117 1.090
112 C -1.78302 -1.45485 -1.43427  S107 1.830, H118 1.090, H119 1.090, H120 1.090
113 H 0.81059 -1.37086 -0.49273  C110 1.090
114 H 0.80274 -1.65665 1.23445  C110 1.090
115 H 1.88301 0.89539 -0.09628  C111 1.090
116 H 2.78568 -0.47603 0.72010  C111 1.090
117 H 1.73560 0.56052 1.63531  C111 1.090
118 H -0.94701 -2.09180 -1.72325  C112 1.090
119 H -2.58106 -1.45703 -2.17671  C112 1.090
120 H -2.19916 -1.84271 -0.50449  C112 1.090
121 O 3.78226 2.66088 -0.32048  S122 1.452
122 S 4.88335 2.85081 0.60678  O121 1.452, O123 1.457, O124 1.690, C127 1.803
123 O 5.18672 1.81742 1.58833  S122 1.457
124 O 6.25656 3.06523 -0.35521  S122 1.690, C125 1.429
125 C 6.12955 3.52245 -1.70334  O124 1.429, C126 1.570, H128 1.090, H129 1.090
126 C 7.36909 2.89379 -2.43271  C125 1.570, H130 1.090, H131 1.090, H132 1.090
127 C 4.82512 4.54104 1.23248  S122 1.803, H133 1.090, H134 1.090, H135 1.090
128 H 5.79079 4.54893 -1.84373  C125 1.090
129 H 5.29198 2.97524 -2.13592  C125 1.090
130 H 7.25119 3.10562 -3.49541  C126 1.090
131 H 7.35494 1.80427 -2.46170  C126 1.090
132 H 8.30556 3.21312 -1.97541  C126 1.090
133 H 3.89327 4.73773 1.76263  C127 1.090
134 H 5.00560 5.14984 0.34654  C127 1.090
135 H 5.67311 4.52599 1.91714  C127 1.090
136 O 5.39578 -1.46509 7.50194  S137 1.502
137 S 4.85310 -0.22510 6.85071  O136 1.502, O138 1.409, O139 1.663, C142 1.828
138 O 4.22093 0.77530 7.61621  S137 1.409
139 O 6.05068 0.57645 6.02007  S137 1.663, C140 1.401
140 C 5.84109 1.89324 5.58954  O139 1.401, C141 1.519, H143 1.090, H144 1.090
141 C 6.88225 2.41956 4.61681  C140 1.519, H145 1.090, H146 1.090, H147 1.090
142 C 3.75179 -0.78174 5.50220  S137 1.828, H148 1.090, H149 1.090, H150 1.090
143 H 5.91261 2.50692 6.48753  C140 1.090
144 H 4.84756 2.03946 5.16572  C140 1.090
145 H 7.05055 1.69925 3.81622  C141 1.090
146 H 7.79763 2.71109 5.13176  C141 1.090
147 H 6.49440 3.32135 4.14305  C141 1.090
148 H 3.15797 -1.63672 5.82545  C142 1.090
149 H 4.36997 -1.07602 4.65405  C142 1.090
150 H 3.03094 -0.03118 5.17794  C142 1.090
151 O 1.11624 4.83820 -5.75484  S152 1.471
152 S 1.80935 3.85411 -4.90997  O151 1.471, O153 1.513, O154 1.653, C157 1.843
153 O 3.25456 4.01651 -4.49164  S152 1.513
154 O 0.90774 3.77411 -3.52714  S152 1.653, C155 1.373
155 C 1.55322 3.47541 -2.35304  O154 1.373, C156 1.492, H158 1.090, H159 1.090
156 C 0.66153 3.69325 -1.17707  C155 1.492, H160 1.090, H161 1.090, H162 1.090
157 C 1.48667 2.15523 -5.54813  S152 1.843, H163 1.090, H164 1.090, H165 1.090
158 H 2.49003 4.02097 -2.23966  C155 1.090
159 H 1.73016 2.40055 -2.31464  C155 1.090
160 H 1.03329 3.13588 -0.31729  C156 1.090
161 H -0.37155 3.46415 -1.43853  C156 1.090
162 H 0.62452 4.77779 -1.07455  C156 1.090
163 H 2.07269 1.52406 -4.88007  C157 1.090
164 H 1.71890 2.05323 -6.60820  C157 1.090
165 H 0.42393 1.99337 -5.36785  C157 1.090
166 O -2.40063 -3.23805 1.59469  S167 1.460
167 S -3.39241 -4.30271 1.71074  O166 1.460, O168 1.477, O169 1.680, C172 1.830
168 O -4.00332 -4.55446 3.03141  S167 1.477
169 O -4.55752 -3.91260 0.56454  S167 1.680, C170 1.432
170 C -5.76635 -4.67732 0.63353  O169 1.432, C171 1.596, H173 1.090, H174 1.090
171 C -6.43478 -4.86250 -0.80378  C170 1.596, H175 1.090, H176 1.090, H177 1.090
172 C -2.82919 -5.91621 1.05591  S167 1.830, H178 1.090, H179 1.090, H180 1.090
173 H -6.46967 -4.19420 1.31180  C170 1.090
174 H -5.62241 -5.66101 1.08043  C170 1.090
175 H -7.50845 -5.05040 -0.80173  C171 1.090
176 H -5.96875 -5.70822 -1.30945  C171 1.090
177 H -6.28896 -3.93273 -1.35364  C171 1.090
178 H -2.37755 -5.77269 0.07433  C172 1.090
179 H -3.58019 -6.70046 1.15121  C172 1.090
180 H -1.99875 -6.14117 1.72514  C172 1.090
181 O -2.73924 0.81022 4.09961  S182 1.482
182 S -2.85127 -0.66376 4.20427  O181 1.482, O183 1.476, O184 1.628, C187 1.845
183 O -3.25602 -1.31032 5.46827  S182 1.476
184 O -3.68933 -1.25778 2.94113  S182 1.628, C185 1.425
185 C -3.80344 -0.44614 1.77488  O184 1.425, C186 1.534, H188 1.090, H189 1.090
186 C -5.20487 0.11131 1.49718  C185 1.534, H190 1.090, H191 1.090, H192 1.090
187 C -1.21408 -1.42898 3.83463  S182 1.845, H193 1.090, H194 1.090, H195 1.090
188 H -3.58732 -1.19723 1.01511  C185 1.090
189 H -3.17538 0.44033 1.68652  C185 1.090
190 H -5.88407 -0.72415 1.66682  C186 1.090
191 H -5.19430 0.30327 0.42426  C186 1.090
192 H -5.58824 0.91369 2.12750  C186 1.090
193 H -0.58645 -0.81124 4.47693  C187 1.090
194 H -1.01319 -1.16259 2.79695  C187 1.090
195 H -1.14254 -2.49208 4.06446  C187 1.090

2:
This record from OMol25 describes a cluster of 13 separate species, C39H104O39S13 in total. The level of theory is ωB97M-V/def2-TZVPD.

Results
LUMO energy: -0.14 eV
Frontier orbital gap: 10.190 eV

Bonds (Å) are listed after each position.
Atoms and positions in Å:
1 O -1.75078 10.03695 3.30200  S2 1.505
2 S -1.04191 10.14862 1.97883  O1 1.505, O3 1.499, O4 1.657, C7 1.833
3 O 0.16893 11.02232 1.84897  S2 1.499
4 O -0.59827 8.64107 1.45347  S2 1.657, C5 1.449
5 C 0.39565 8.48928 0.40941  O4 1.449, C6 1.547, H8 1.090, H9 1.090
6 C -0.32095 7.68247 -0.69899  C5 1.547, H10 1.090, H11 1.090, H12 1.090
7 C -2.27201 10.52515 0.67302  S2 1.833, H13 1.090, H14 1.090, H15 1.090
8 H 1.34860 8.01885 0.65166  C5 1.090
9 H 0.72703 9.41576 -0.05956  C5 1.090
10 H -0.61325 6.72748 -0.26235  C6 1.090
11 H 0.08973 7.38341 -1.66336  C6 1.090
12 H -1.30052 8.09934 -0.93298  C6 1.090
13 H -1.76397 10.67588 -0.27950  C7 1.090
14 H -2.73406 11.46456 0.97653  C7 1.090
15 H -3.02917 9.74191 0.63628  C7 1.090
16 O -11.76625 8.72673 2.29518  S17 1.455
17 S -10.68321 8.39068 1.38372  O16 1.455, O18 1.426, O19 1.698, C22 1.800
18 O -9.35682 8.79104 1.72092  S17 1.426
19 O -10.47481 6.70716 1.32018  S17 1.698, C20 1.368
20 C -10.24291 5.91493 2.41088  O19 1.368, C21 1.510, H23 1.090, H24 1.090
21 C -9.90335 4.50013 2.00791  C20 1.510, H25 1.090, H26 1.090, H27 1.090
22 C -11.16296 8.63430 -0.33359  S17 1.800, H28 1.090, H29 1.090, H30 1.090
23 H -11.02943 5.96992 3.16352  C20 1.090
24 H -9.48050 6.45152 2.97559  C20 1.090
25 H -8.94675 4.49225 1.48546  C21 1.090
26 H -10.75184 4.09637 1.45549  C21 1.090
27 H -9.89520 3.83189 2.86902  C21 1.090
28 H -10.33964 8.57175 -1.04517  C22 1.090
29 H -11.62019 9.62365 -0.31816  C22 1.090
30 H -11.88971 7.91378 -0.70879  C22 1.090
31 O -1.79187 -9.30167 -2.79487  S32 1.475
32 S -2.06983 -10.49047 -3.62201  O31 1.475, O33 1.446, O34 1.689, C37 1.803
33 O -3.21863 -11.32200 -3.34140  S32 1.446
34 O -2.24223 -9.95027 -5.21321  S32 1.689, C35 1.430
35 C -3.04174 -8.77843 -5.39523  O34 1.430, C36 1.586, H38 1.090, H39 1.090
36 C -3.27532 -8.64418 -6.95800  C35 1.586, H40 1.090, H41 1.090, H42 1.090
37 C -0.61826 -11.55884 -3.66456  S32 1.803, H43 1.090, H44 1.090, H45 1.090
38 H -2.55383 -7.87750 -5.02323  C35 1.090
39 H -4.05243 -8.89293 -5.00346  C35 1.090
40 H -2.36909 -8.22033 -7.39068  C36 1.090
41 H -4.00942 -7.87182 -7.18748  C36 1.090
42 H -3.61853 -9.60710 -7.33627  C36 1.090
43 H 0.11713 -10.91124 -4.14197  C37 1.090
44 H -0.93779 -12.45982 -4.18825  C37 1.090
45 H -0.22897 -11.77064 -2.66873  C37 1.090
46 O 2.69970 7.10547 9.02217  S47 1.447
47 S 2.92951 8.39519 9.63758  O46 1.447, O48 1.465, O49 1.654, C52 1.781
48 O 3.74485 8.56211 10.84342  S47 1.465
49 O 3.38392 9.46176 8.45727  S47 1.654, C50 1.400
50 C 3.35308 10.83408 8.73053  O49 1.400, C51 1.463, H53 1.090, H54 1.090
51 C 4.39232 11.33792 7.83174  C50 1.463, H55 1.090, H56 1.090, H57 1.090
52 C 1.32140 9.12855 9.85908  S47 1.781, H58 1.090, H59 1.090, H60 1.090
53 H 3.62302 10.95493 9.77964  C50 1.090
54 H 2.35970 11.26095 8.59247  C50 1.090
55 H 4.23987 11.31318 6.75274  C51 1.090
56 H 5.28305 10.71708 7.92789  C51 1.090
57 H 4.58235 12.38520 8.06663  C51 1.090
58 H 0.65365 8.58557 10.52794  C52 1.090
59 H 0.86799 9.13810 8.86790  C52 1.090
60 H 1.45013 10.15401 10.20544  C52 1.090
61 O -1.81171 -0.73246 1.77485  S62 1.485
62 S -0.49646 -0.86367 1.09802  O61 1.485, O63 1.439, O64 1.702, C67 1.865
63 O -0.23594 -0.05056 -0.05972  S62 1.439
64 O 0.63954 -0.56851 2.33107  S62 1.702, C65 1.367
65 C 1.91132 -0.21576 1.97503  O64 1.367, C66 1.555, H68 1.090, H69 1.090
66 C 2.71346 0.55484 3.06112  C65 1.555, H70 1.090, H71 1.090, H72 1.090
67 C -0.09166 -2.66112 0.81166  S62 1.865, H73 1.090, H74 1.090, H75 1.090
68 H 1.82276 0.42060 1.09451  C65 1.090
69 H 2.42203 -1.13620 1.69211  C65 1.090
70 H 2.13252 1.46643 3.20118  C66 1.090
71 H 3.68763 0.86914 2.68655  C66 1.090
72 H 2.73615 0.02391 4.01280  C66 1.090
73 H 0.35521 -3.00009 1.74627  C67 1.090
74 H 0.62192 -2.88142 0.01770  C67 1.090
75 H -1.05768 -3.11589 0.59233  C67 1.090
76 O 7.90536 3.80801 -2.41523  S77 1.452
77 S 9.00791 2.93997 -2.04288  O76 1.452, O78 1.457, O79 1.611, C82 1.816
78 O 8.63602 1.64699 -1.48345  S77 1.457
79 O 10.00601 2.72529 -3.28852  S77 1.611, C80 1.425
80 C 11.03063 1.74532 -3.14721  O79 1.425, C81 1.535, H83 1.090, H84 1.090
81 C 11.79122 1.56983 -4.46917  C80 1.535, H85 1.090, H86 1.090, H87 1.090
82 C 10.15113 3.90350 -1.01289  S77 1.816, H88 1.090, H89 1.090, H90 1.090
83 H 10.68197 0.76138 -2.83351  C80 1.090
84 H 11.62990 2.21778 -2.36891  C80 1.090
85 H 12.52235 0.76210 -4.50279  C81 1.090
86 H 12.26375 2.50377 -4.77343  C81 1.090
87 H 11.08626 1.47962 -5.29560  C81 1.090
88 H 10.82413 3.33293 -0.37288  C82 1.090
89 H 9.58103 4.50680 -0.30639  C82 1.090
90 H 10.66073 4.50820 -1.76305  C82 1.090
91 O -6.08029 -5.44656 4.65209  S92 1.492
92 S -7.25274 -6.30370 4.30842  O91 1.492, O93 1.438, O94 1.665, C97 1.741
93 O -7.24375 -7.68536 4.70842  S92 1.438
94 O -8.62186 -5.52892 4.85361  S92 1.665, C95 1.386
95 C -8.85936 -4.16812 4.73585  O94 1.386, C96 1.575, H98 1.090, H99 1.090
96 C -10.22082 -3.85084 4.01005  C95 1.575, H100 1.090, H101 1.090, H102 1.090
97 C -7.50370 -6.15026 2.59281  S92 1.741, H103 1.090, H104 1.090, H105 1.090
98 H -8.05372 -3.73373 4.14394  C95 1.090
99 H -9.09670 -3.71438 5.69808  C95 1.090
100 H -10.19091 -2.85874 3.55955  C96 1.090
101 H -11.09155 -3.90292 4.66367  C96 1.090
102 H -10.49026 -4.67098 3.34457  C96 1.090
103 H -7.28300 -5.10191 2.39193  C97 1.090
104 H -8.53200 -6.35088 2.29206  C97 1.090
105 H -6.74597 -6.77045 2.11393  C97 1.090
106 O 7.25704 -10.40029 -0.70705  S107 1.495
107 S 7.37119 -8.97336 -0.27555  O106 1.495, O108 1.478, O109 1.676, C112 1.792
108 O 7.38126 -8.71072 1.17845  S107 1.478
109 O 8.73824 -8.38495 -1.04572  S107 1.676, C110 1.400
110 C 9.17336 -8.92581 -2.26116  O109 1.400, C111 1.534, H113 1.090, H114 1.090
111 C 10.42858 -8.19090 -2.74826  C110 1.534, H115 1.090, H116 1.090, H117 1.090
112 C 6.16314 -7.89814 -1.04645  S107 1.792, H118 1.090, H119 1.090, H120 1.090
113 H 8.39744 -8.92577 -3.02671  C110 1.090
114 H 9.40078 -9.97271 -2.06018  C110 1.090
115 H 10.83967 -8.73313 -3.59980  C111 1.090
116 H 11.22505 -8.16345 -2.00463  C111 1.090
117 H 10.13638 -7.23082 -3.17367  C111 1.090
118 H 5.92457 -7.21675 -0.22982  C112 1.090
119 H 5.31139 -8.53234 -1.29219  C112 1.090
120 H 6.54803 -7.45076 -1.96287  C112 1.090
121 O -6.04590 2.75312 -10.23362  S122 1.447
122 S -6.51693 1.41611 -9.94489  O121 1.447, O123 1.432, O124 1.704, C127 1.912
123 O -7.01015 0.66744 -11.06191  S122 1.432
124 O -5.29390 0.57053 -9.11297  S122 1.704, C125 1.440
125 C -4.67791 1.19958 -7.97333  O124 1.440, C126 1.522, H128 1.090, H129 1.090
126 C -3.48110 0.35179 -7.56541  C125 1.522, H130 1.090, H131 1.090, H132 1.090
127 C -7.88948 1.45948 -8.61480  S122 1.912, H133 1.090, H134 1.090, H135 1.090
128 H -5.29556 1.30990 -7.08202  C125 1.090
129 H -4.40274 2.21809 -8.24724  C125 1.090
130 H -2.74171 0.79252 -6.89671  C126 1.090
131 H -2.97259 0.06990 -8.48740  C126 1.090
132 H -3.84381 -0.51976 -7.02049  C126 1.090
133 H -7.81002 0.59534 -7.95522  C127 1.090
134 H -8.73236 1.48167 -9.30556  C127 1.090
135 H -8.00379 2.41800 -8.10857  C127 1.090
136 O 4.27696 -4.16725 -8.62821  S137 1.463
137 S 4.22390 -4.67849 -7.25805  O136 1.463, O138 1.459, O139 1.689, C142 1.829
138 O 3.04446 -4.64631 -6.39912  S137 1.459
139 O 5.03428 -6.15180 -7.09463  S137 1.689, C140 1.377
140 C 5.44563 -6.68722 -8.29432  O139 1.377, C141 1.552, H143 1.090, H144 1.090
141 C 4.29092 -7.50064 -8.93764  C140 1.552, H145 1.090, H146 1.090, H147 1.090
142 C 5.35081 -3.60647 -6.29498  S137 1.829, H148 1.090, H149 1.090, H150 1.090
143 H 6.35009 -7.23273 -8.02512  C140 1.090
144 H 5.86005 -5.85058 -8.85681  C140 1.090
145 H 3.86943 -8.15258 -8.17251  C141 1.090
146 H 4.56035 -8.19220 -9.73592  C141 1.090
147 H 3.46391 -6.93666 -9.36901  C141 1.090
148 H 6.33064 -3.61464 -6.77243  C142 1.090
149 H 5.33652 -4.17281 -5.36376  C142 1.090
150 H 4.88291 -2.62201 -6.29769  C142 1.090
151 O -5.62873 2.52160 7.65231  S152 1.479
152 S -4.25836 3.04563 7.83944  O151 1.479, O153 1.442, O154 1.636, C157 1.849
153 O -4.13657 4.24577 8.62897  S152 1.442
154 O -3.32186 1.87744 8.49852  S152 1.636, C155 1.456
155 C -3.48486 0.52441 7.98641  O154 1.456, C156 1.536, H158 1.090, H159 1.090
156 C -2.38751 -0.40159 8.53093  C155 1.536, H160 1.090, H161 1.090, H162 1.090
157 C -3.56475 3.33673 6.15002  S152 1.849, H163 1.090, H164 1.090, H165 1.090
158 H -3.24860 0.55946 6.92290  C155 1.090
159 H -4.53163 0.22294 7.94796  C155 1.090
160 H -2.56545 -1.30217 7.94322  C156 1.090
161 H -2.57130 -0.55876 9.59376  C156 1.090
162 H -1.40847 0.04533 8.35819  C156 1.090
163 H -3.75913 2.50660 5.47090  C157 1.090
164 H -2.50116 3.17997 6.32967  C157 1.090
165 H -3.53468 4.32727 5.69613  C157 1.090
166 O 12.99327 4.60954 7.49647  S167 1.445
167 S 12.37903 5.21783 6.33889  O166 1.445, O168 1.463, O169 1.691, C172 1.933
168 O 12.29592 6.67386 6.22840  S167 1.463
169 O 13.19550 4.54207 5.02141  S167 1.691, C170 1.488
170 C 14.68283 4.59372 5.01465  O169 1.488, C171 1.500, H173 1.090, H174 1.090
171 C 15.17180 4.42473 3.60722  C170 1.500, H175 1.090, H176 1.090, H177 1.090
172 C 10.67570 4.37138 5.99639  S167 1.933, H178 1.090, H179 1.090, H180 1.090
173 H 15.07039 3.74321 5.57547  C170 1.090
174 H 15.13140 5.44263 5.53063  C170 1.090
175 H 16.25554 4.30951 3.58880  C171 1.090
176 H 14.82552 5.24500 2.97846  C171 1.090
177 H 14.58826 3.66165 3.09217  C171 1.090
178 H 10.85640 3.40485 5.52602  C172 1.090
179 H 10.29126 5.07909 5.26191  C172 1.090
180 H 10.01419 4.39887 6.86227  C172 1.090
181 O -7.51589 -4.57951 -3.11759  S182 1.464
182 S -8.70757 -4.86797 -3.91809  O181 1.464, O183 1.449, O184 1.587, C187 1.882
183 O -8.60923 -4.70950 -5.35538  S182 1.449
184 O -9.28992 -6.28717 -3.51276  S182 1.587, C185 1.443
185 C -9.77684 -7.05734 -4.63149  O184 1.443, C186 1.590, H188 1.090, H189 1.090
186 C -10.21100 -8.42744 -3.95090  C185 1.590, H190 1.090, H191 1.090, H192 1.090
187 C -10.17279 -3.96338 -3.15806  S182 1.882, H193 1.090, H194 1.090, H195 1.090
188 H -9.11570 -7.28246 -5.46835  C185 1.090
189 H -10.64743 -6.46891 -4.92119  C185 1.090
190 H -10.17148 -9.32607 -4.56654  C186 1.090
191 H -11.10603 -8.42665 -3.32880  C186 1.090
192 H -9.50559 -8.71415 -3.17097  C186 1.090
193 H -9.94636 -2.92345 -3.39340  C187 1.090
194 H -10.15530 -4.03985 -2.07089  C187 1.090
195 H -11.08747 -4.28552 -3.65575  C187 1.090

Which is less stable than every other structure shown? 2 is.